Record 1
The following is a quantum chemistry calculation of a cluster of 2 separate species, H4O2 in total, from the OMol25 dataset.

Properties
E_HOMO = -11.69 eV
orbital gap = 0.451 Eh
SMILES = O.O

XYZ file:
```
6
Properties=species:S:1:pos:R:3:mulliken_charge:R:1
H 2.74908 0.34566 0.43445 0.294
H 3.34001 -0.84390 0.10989 0.322
O 3.21014 -0.27329 0.92832 -0.616
H -3.61605 0.63919 -0.04033 0.303
H -2.35054 0.00886 -0.70737 0.325
O -3.33264 0.12349 -0.72496 -0.628
```



Record 2
The following is a quantum chemistry calculation of a cluster of 2 separate species, C3H11NOS in total, from the OMol25 dataset.

Properties
E_HOMO (alpha / beta) = -12.95 / -12.94 eV
orbital gap (alpha / beta) = 0.331 / 0.150 Eh
multiplicity = 2
expectation value of S² = 0.753
charge = +1

XYZ file:
```
17
Properties=species:S:1:pos:R:3:mulliken_charge:R:1
C 2.09763 1.29727 -0.72687 -1.259
C 2.62762 0.98645 0.61879 -0.241
S 1.56855 -0.05454 1.69140 0.316
H 2.07053 0.43847 -1.39819 0.376
H 1.20239 1.91707 -0.88569 0.415
H 2.72885 2.04439 -1.22965 0.356
H 2.71454 1.92639 1.18893 0.367
H 3.63622 0.57595 0.55425 0.382
H 0.42896 0.19304 0.98761 0.247
N -2.84115 -0.63632 -0.89264 -0.491
C -2.46522 -0.98337 0.42446 -0.284
O -1.28053 -1.82487 0.59271 -0.524
H -3.38818 -1.32792 -1.39014 0.253
H -2.06264 -0.37027 -1.48835 0.216
H -3.28757 -1.52423 0.90145 0.329
H -2.28569 -0.13661 1.08287 0.270
H -1.46431 -2.52090 -0.03095 0.275
```



Record 3
The following is a quantum chemistry calculation of a structure of composition C13H29N2O6RuSe2, from the OMol25 dataset.

Properties
E_HOMO (alpha / beta) = -7.40 / -7.11 eV
orbital gap (alpha / beta) = 0.285 / 0.274 Eh
multiplicity = 2
expectation value of S² = 0.756

XYZ file:
```
53
Properties=species:S:1:pos:R:3:mulliken_charge:R:1
Ru -0.10663 -1.34794 -0.11328 0.289
C 3.83196 -1.57264 -0.33644 -1.255
Se 2.11102 -2.41912 0.03614 0.297
C 2.06446 -3.44169 -1.63149 -0.959
C 1.67295 -2.57210 -2.80208 -0.752
Se -0.08770 -1.74733 -2.50954 0.310
C 0.31383 -0.19273 -3.61439 -1.114
H 3.79422 -0.92196 -1.20674 0.337
H 4.55265 -2.37406 -0.48630 0.399
H 4.12222 -0.99510 0.53604 0.446
H 1.33822 -4.23231 -1.45923 0.348
H 3.05305 -3.87901 -1.77180 0.549
H 1.62414 -3.14656 -3.72740 0.456
H 2.37438 -1.74841 -2.93867 0.361
H 1.24410 0.27923 -3.30412 0.309
H -0.50867 0.50846 -3.50538 0.261
H 0.39533 -0.54120 -4.64204 0.431
C -3.11972 -0.06459 3.90392 -0.783
O -1.80526 -0.49651 3.54686 -0.355
C -1.54023 -0.84950 2.29685 0.637
O -0.41987 -1.23332 2.01480 -0.503
N -2.58727 -0.81516 1.40464 -0.265
N -2.21043 -1.12390 0.05453 -0.562
H -3.09775 0.07358 4.97950 0.299
H -3.86265 -0.81650 3.64034 0.368
H -3.35417 0.89136 3.42979 0.237
H -3.18267 -0.00323 1.47079 0.319
H -2.64795 -0.44959 -0.57439 0.281
H -2.56448 -2.05939 -0.13709 0.450
C -3.14413 2.39445 0.20153 -0.911
O -1.84808 1.86550 0.45794 -0.120
C -1.20066 1.33254 -0.64550 0.083
O -1.86188 1.18261 -1.66779 -0.658
H -3.48121 2.83212 1.13956 0.297
H -3.84514 1.62144 -0.12714 0.340
H -3.11229 3.15796 -0.57450 0.277
O -0.69093 -3.31279 0.20644 -0.177
O -0.84563 -4.09130 -0.84037 -0.489
C 0.80009 3.31316 0.15296 -1.903
C 1.00117 1.83654 0.52912 2.175
C 0.73597 1.65667 2.02538 -1.617
C 2.47038 1.50379 0.28469 -1.629
C 0.16282 0.91051 -0.39194 0.579
H 1.51145 3.94314 0.69449 0.493
H -0.20334 3.66440 0.39482 0.314
H 0.96850 3.46203 -0.91719 0.336
H 1.36378 2.34340 2.60098 0.600
H 0.96653 0.63953 2.33991 0.133
H -0.30391 1.86821 2.27782 0.112
H 3.12171 2.11486 0.91463 0.516
H 2.74684 1.67643 -0.75984 0.407
H 2.64400 0.45768 0.51822 -0.125
H 0.64690 0.91832 -1.36804 0.133
```



Record 4
The following is a quantum chemistry calculation of a cluster of 2 separate species, C12H18NO5 in total, from the OMol25 dataset.

Properties
E_HOMO = -4.51 eV
orbital gap = 0.259 Eh
charge = -1

XYZ file:
```
36
Properties=species:S:1:pos:R:3:mulliken_charge:R:1
C 3.76978 -1.37531 0.89739 -0.773
O 3.36298 -1.27895 -0.44939 -0.413
C 2.00763 -0.85479 -0.59666 -0.586
C 1.89506 0.55360 -1.13850 0.310
C 0.41881 0.87658 -1.38118 -1.322
C -0.50294 0.73786 -0.18734 0.604
C -0.21888 1.38000 1.02328 -0.487
C -1.08212 1.29467 2.11822 -0.603
C -2.25742 0.55782 2.01937 -0.656
C -2.56020 -0.08876 0.82933 -0.769
C -1.69562 -0.00700 -0.27402 0.789
C -2.13557 -0.74251 -1.51951 -1.421
O 2.48628 1.52803 -0.29718 -0.335
C 3.89496 1.63264 -0.39246 -0.855
H 3.37993 -2.28824 1.34955 0.317
H 3.43472 -0.52394 1.48978 0.342
H 4.85428 -1.39551 0.93216 0.259
H 1.52786 -1.52534 -1.31017 0.256
H 1.48314 -0.96081 0.35013 0.456
H 2.39111 0.59550 -2.11262 0.395
H 0.32462 1.85380 -1.84846 0.349
H 0.09609 0.15003 -2.11777 0.469
H 0.67563 1.96812 1.13343 0.415
H -0.82148 1.81158 3.02861 0.387
H -2.92399 0.49857 2.86595 0.471
H -3.47915 -0.65059 0.75860 0.477
H -2.63342 -0.07932 -2.22118 0.265
H -2.85618 -1.50468 -1.24615 0.423
H -1.30420 -1.24773 -2.00483 0.370
H 4.29384 0.99300 -1.17208 0.374
H 4.16625 2.67244 -0.56350 0.255
H 4.35350 1.32250 0.54767 0.254
N -6.09134 -1.47700 0.37247 0.968
O -7.31495 -1.57565 0.17418 -0.689
O -5.65146 -1.28370 1.52751 -0.665
O -5.28757 -1.56690 -0.58462 -0.630
```



Record 5
The following is a quantum chemistry calculation of a structure of composition C42H118BeNO18, from the OMol25 dataset.

Properties
E_HOMO (alpha / beta) = -6.37 / -6.32 eV
orbital gap (alpha / beta) = 0.237 / 0.180 Eh
multiplicity = 2
expectation value of S² = 0.751

XYZ file:
```
180
Properties=species:S:1:pos:R:3:mulliken_charge:R:1
Be -3.46743 -2.77293 2.45418 1.537
C -2.41752 1.22135 0.67053 0.297
C -1.35290 0.29923 0.03346 1.923
C -0.50732 1.33449 -0.90661 -1.947
C 0.81190 0.69552 -1.47241 1.099
C 1.55903 0.10910 -0.27604 0.006
C 0.87443 -0.93463 0.66061 4.172
N -0.52948 -0.44179 1.03294 1.012
O -1.28978 -1.43976 1.75601 -0.842
C 1.58439 -1.13797 1.97040 -0.210
C 0.91340 -2.26360 -0.18182 -1.312
C -2.20640 -0.64914 -0.88915 0.205
H -1.92397 1.78837 1.45983 -0.683
H -3.23124 0.71407 1.18881 -0.272
H -2.96418 1.87420 -0.00996 -0.400
H -0.36409 2.33093 -0.48864 0.423
H -1.23015 1.52151 -1.70073 0.409
H 1.41347 1.43777 -1.99709 0.213
H 0.58425 -0.05146 -2.23287 -1.161
H 1.93115 0.96801 0.28243 -0.309
H 2.54310 -0.24289 -0.58559 -1.408
H 1.17997 -1.86265 2.67708 -0.264
H 1.79376 -0.25211 2.57001 -1.265
H 2.56454 -1.52007 1.68509 -0.086
H 0.38339 -2.24345 -1.13408 -0.479
H 0.51915 -3.06430 0.44392 0.486
H 1.96128 -2.49988 -0.36681 -0.127
H -2.91101 -1.34480 -0.43343 -0.595
H -1.44560 -1.29442 -1.32834 -0.617
H -2.72368 -0.10557 -1.67975 0.544
C -2.83190 5.38117 3.74878 -1.121
C -3.17683 4.40511 2.62883 0.633
O -4.56429 4.29467 2.63516 -0.641
H -2.46953 4.70880 4.52640 0.222
H -3.55365 6.11998 4.09708 0.326
H -2.04408 6.04260 3.38829 0.299
H -2.71520 3.43050 2.78736 -0.220
H -2.82880 4.81336 1.67998 0.165
H -4.70104 3.66659 3.34819 0.338
C 4.84974 0.65276 -2.64922 -0.388
C 5.94459 -0.20595 -3.29693 -0.398
O 6.51305 0.50196 -4.44142 -0.540
H 4.29426 0.99549 -3.52219 0.269
H 5.23139 1.43959 -1.99858 0.570
H 4.20955 -0.07523 -2.15093 -0.295
H 5.44736 -1.08616 -3.70446 0.209
H 6.63353 -0.49097 -2.50179 0.312
H 7.12389 -0.12737 -4.83184 0.322
C 1.89630 4.34055 -3.04434 -0.382
C 2.42225 5.72290 -2.72402 -0.470
O 1.54580 6.69102 -3.40305 -0.540
H 2.41901 3.52715 -2.54107 0.251
H 1.88307 4.13264 -4.11425 0.396
H 0.89599 4.32054 -2.61180 -0.094
H 3.44230 5.92856 -3.04853 0.333
H 2.49352 5.81643 -1.64038 0.233
H 1.37792 7.38958 -2.76633 0.301
C -6.29143 0.90541 -0.37286 -0.360
C -6.94410 1.07541 1.05486 -0.398
O -5.82188 1.33924 1.94573 -0.592
H -7.10141 0.52839 -0.99727 0.407
H -5.48151 0.18293 -0.47366 -0.191
H -5.83465 1.87267 -0.58227 0.052
H -7.45934 0.19147 1.43073 0.318
H -7.75651 1.79997 1.11044 0.378
H -5.51088 2.24365 1.86248 0.288
C -0.33951 1.97099 5.53692 -1.649
C -0.40237 1.41805 4.14557 2.276
O -1.08144 0.13005 4.09446 -0.441
H -1.20362 2.55732 5.84940 0.342
H 0.47009 2.68829 5.67159 0.338
H -0.15578 1.27195 6.35281 0.476
H 0.59806 1.23062 3.75557 -0.545
H -0.88348 2.12893 3.47379 -0.892
H -0.87332 -0.34903 3.28900 -0.032
C 1.35091 -7.33592 1.03869 -1.296
C 1.94252 -5.90141 1.15719 0.657
O 1.97010 -5.53051 2.54003 -0.493
H 1.87488 -8.01479 1.71149 0.391
H 1.46759 -7.55348 -0.02300 0.352
H 0.29061 -7.31910 1.29081 0.270
H 1.27022 -5.24128 0.60916 -0.208
H 2.88872 -5.80607 0.62455 0.236
H 2.72695 -4.94331 2.60298 0.269
O -4.28597 -0.44490 3.14100 -0.264
H -4.79913 0.18420 2.63392 0.288
H -4.18700 -0.03622 4.00089 0.181
O 3.99081 -3.74263 3.41846 -0.687
H 4.69497 -3.87033 2.78280 0.340
H 4.14476 -2.86758 3.77458 0.281
O -5.30229 -2.24152 0.74598 -0.485
H -6.20495 -2.53640 0.86634 0.249
H -5.36262 -1.54438 0.09285 0.121
O 3.52739 1.55885 3.12818 -0.564
H 3.94474 1.21033 3.91595 0.267
H 3.23503 0.78378 2.64856 0.246
C -0.92302 -3.88098 6.99421 -1.512
C -0.33426 -2.52321 6.66755 0.681
C 0.27779 -2.51676 5.24327 -1.192
O -1.20613 -1.45516 6.77844 -0.641
H -1.31974 -3.84900 8.00895 0.406
H -0.13152 -4.62755 7.05959 0.371
H -1.63257 -4.27111 6.26454 0.289
H 0.42503 -2.41842 7.44254 0.078
H 1.03969 -3.26502 5.02484 0.638
H 0.86150 -1.60010 5.15905 0.278
H -0.35697 -2.53823 4.35743 0.147
H -1.11641 -0.89736 6.00229 0.375
C -4.45286 3.42687 -3.87539 -1.211
C -4.08230 3.96744 -2.51466 1.582
C -2.75696 4.66045 -2.71604 -1.195
O -4.89581 5.12244 -2.23045 -0.592
H -3.79307 2.69489 -4.34120 0.072
H -4.61313 4.19512 -4.63183 0.414
H -5.36993 2.83804 -3.89402 0.404
H -4.15730 3.31000 -1.64849 -0.695
H -2.73284 5.18864 -3.66921 0.377
H -1.91513 3.98879 -2.54786 0.124
H -2.44290 5.46932 -2.05634 0.389
H -5.14867 5.51172 -3.07077 0.362
C 1.45480 4.23485 3.34768 -1.279
C 1.68725 3.89570 1.83992 2.183
C 1.06775 5.07884 1.00342 -0.904
O 3.06414 3.94293 1.57332 -0.692
H 1.79396 5.21277 3.68935 0.407
H 1.92249 3.48998 3.99152 0.304
H 0.39938 4.14181 3.60366 0.095
H 1.30506 2.91076 1.57174 -0.865
H 1.31070 4.82351 -0.02802 -0.207
H 1.38065 6.08976 1.26462 0.484
H 0.02277 5.12138 1.31057 0.100
H 3.40350 3.34236 2.24096 0.401
C -1.87591 -5.79577 -0.18812 -0.936
C -2.18610 -4.44899 -0.79473 0.920
C -3.67615 -4.49095 -1.26783 -1.396
O -2.21498 -3.59159 0.36016 -0.306
H -2.56766 -6.04350 0.61699 0.344
H -0.90266 -5.71927 0.29667 -0.207
H -1.81434 -6.55653 -0.96629 0.452
H -1.58086 -3.88778 -1.50667 0.029
H -3.98765 -3.46647 -1.47159 0.205
H -4.25323 -5.02394 -0.51219 0.317
H -3.80947 -5.01475 -2.21438 0.392
H -1.45514 -3.01029 0.28049 -0.375
C 5.29078 -1.51877 0.69055 -0.872
C 5.37049 -3.05930 0.54172 1.563
C 5.91801 -3.44924 -0.79973 -1.312
O 6.11782 -3.59096 1.63564 -0.674
H 4.61075 -1.03012 -0.00722 -0.151
H 6.27086 -1.04268 0.66067 0.510
H 5.00042 -1.24562 1.70503 0.213
H 4.33653 -3.40336 0.51623 -0.616
H 5.31348 -2.92641 -1.54085 0.078
H 5.72173 -4.51656 -0.90171 0.443
H 6.92617 -3.19233 -1.12488 0.440
H 7.00688 -3.67280 1.28285 0.414
C -0.77532 0.66594 -5.22627 -0.430
C 0.02471 1.07850 -6.46528 0.510
C -0.09008 2.58096 -6.73700 -1.315
O 1.34666 0.59429 -6.30522 -0.435
H -0.75886 -0.41588 -5.09397 0.147
H -1.77759 1.07883 -5.11189 0.264
H -0.13076 1.02468 -4.42380 -0.144
H -0.26050 0.48660 -7.33499 0.233
H -1.13956 2.86293 -6.82187 0.384
H 0.32825 2.69346 -7.73722 0.460
H 0.44661 3.15438 -5.98119 0.174
H 1.97581 1.24946 -6.61590 0.249
C 2.28540 -1.69893 -3.80136 0.158
C 1.63690 -2.90456 -4.50733 0.079
C 0.24494 -3.34267 -4.00491 -1.007
O 1.59856 -2.66840 -5.94419 -0.661
H 2.44867 -1.91057 -2.74464 -0.238
H 1.63610 -0.82432 -3.84109 0.021
H 3.23485 -1.47641 -4.28833 0.286
H 2.25388 -3.79513 -4.38765 0.370
H -0.25929 -2.43586 -3.67091 -0.165
H 0.16733 -4.23175 -3.37911 0.412
H -0.30087 -3.64088 -4.90005 0.536
H 1.37363 -1.74527 -6.08145 0.296
```



Record 6
The following is a quantum chemistry calculation of a cluster of 2 separate species, C2H5NO2S in total, from the OMol25 dataset.

Properties
E_HOMO (alpha / beta) = -8.78 / -8.05 eV
orbital gap (alpha / beta) = 0.308 / 0.273 Eh

XYZ file:
```
11
Properties=species:S:1:pos:R:3:mulliken_charge:R:1
C 1.56992 -0.37469 0.78148 -0.768
C -0.22365 0.18246 -1.30411 -0.524
N -1.97717 0.28335 0.20485 0.676
O -1.85192 -0.32391 1.19938 -0.459
O -2.72269 1.09873 -0.15647 -0.479
S 0.77540 -1.05270 -0.74319 0.029
H 0.87503 -0.31067 1.60299 0.283
H 2.10863 0.65024 0.71389 0.276
H 2.29855 -1.13557 1.12768 0.294
H 0.18056 1.12532 -1.50675 0.377
H -1.03264 -0.14253 -1.91977 0.297
```



Record 7
The following is a quantum chemistry calculation of a structure of composition C31H29BrN8O7PPb, from the OMol25 dataset.

Properties
E_HOMO = -10.87 eV
orbital gap = 0.277 Eh
charge = +1

XYZ file:
```
78
Properties=species:S:1:pos:R:3:mulliken_charge:R:1
Pb 1.00967 1.54460 -0.82898 1.550
O 4.27160 0.05470 -3.68529 -0.576
C 3.27271 0.50596 -3.18494 -0.117
N 2.93042 0.36590 -1.82704 0.062
C 3.43650 -0.55658 -1.07923 0.273
C 4.21084 -1.67401 -1.53954 -1.338
C 5.07522 -2.28056 -0.70809 -0.693
C 5.24801 -1.83459 0.66055 -0.647
C 4.41347 -0.95340 1.20790 -1.421
C 3.21380 -0.41846 0.43671 2.233
N 2.68226 0.85098 0.74412 -0.274
C 2.80157 1.40162 1.97445 0.196
O 3.48173 1.02270 2.92016 -0.756
C 1.92522 2.62420 2.20873 0.301
C 2.01834 3.27408 3.43400 -0.640
C 1.13454 4.30036 3.72075 -0.331
C 0.16998 4.63656 2.77969 -0.843
C 0.15882 3.94955 1.57982 -0.255
N 1.01683 2.97205 1.30003 -0.026
C 2.33704 1.37691 -3.96743 0.723
C 2.35876 1.29206 -5.35257 -0.798
C 1.48796 2.08468 -6.07970 -0.357
C 0.64292 2.94654 -5.39573 -0.736
C 0.70634 2.97620 -4.01315 -0.152
N 1.52668 2.20307 -3.31020 -0.156
H 4.14260 -1.94390 -2.58138 0.544
H 5.67484 -3.11048 -1.05797 0.472
H 6.04834 -2.26133 1.24944 0.440
H 4.42832 -0.70116 2.25364 0.534
H 2.76199 2.93929 4.14227 0.524
H 1.18256 4.82009 4.66805 0.442
H -0.55201 5.41745 2.97200 0.426
H -0.57782 4.16706 0.81220 0.485
H 3.04390 0.60434 -5.82623 0.469
H 1.46874 2.03512 -7.15971 0.446
H -0.04873 3.58679 -5.92449 0.418
H 0.07373 3.64420 -3.43776 0.471
C -5.23733 -0.57085 -1.16764 -0.766
N -4.17362 -1.52072 -0.62640 0.208
C -4.31889 -1.58475 0.88844 -0.794
N -4.25915 -0.28798 1.45964 0.217
C -5.28586 0.57556 0.89325 -0.923
N -5.13532 0.70047 -0.55014 0.208
C -3.92078 1.43187 -0.92041 -1.404
P -2.31227 0.61113 -0.36936 1.294
C -2.80818 -1.06473 -1.02556 -1.296
C -2.92475 0.30607 1.38015 -1.002
H -6.21189 -1.01498 -0.95666 0.350
H -5.09773 -0.48817 -2.24553 0.373
H -4.32595 -2.45315 -1.01352 0.367
H -3.51447 -2.21130 1.27544 0.404
H -5.28401 -2.04754 1.10373 0.348
H -5.22471 1.56085 1.35231 0.368
H -6.26848 0.15298 1.11559 0.322
H -3.97991 2.42993 -0.48140 0.420
H -3.89781 1.55005 -2.00654 0.445
H -2.05976 -1.78904 -0.70810 0.498
H -2.76006 -1.01696 -2.11231 0.526
H -2.94000 1.26100 1.91042 0.592
H -2.21221 -0.34870 1.88355 0.121
O 1.26279 -1.27229 -3.29927 -0.616
N 0.27042 -1.33373 -2.57547 1.033
O -0.19480 -2.40953 -2.18347 -0.711
O -0.31546 -0.23752 -2.20834 -0.564
Br -0.64681 -5.27399 5.51736 -0.160
C -0.21850 -4.08990 4.10576 0.023
C -0.52918 -2.74482 4.23385 -0.785
C -0.19898 -1.87691 3.20668 -0.285
C 0.45429 -2.35101 2.07260 0.198
C 0.76252 -3.70120 1.95782 -0.306
C 0.41252 -4.57754 2.97033 -0.638
C 0.95218 -1.33365 1.09751 -0.038
O 2.22972 -1.51785 0.85144 -0.143
O 0.22848 -0.43993 0.68100 0.329
H -1.01452 -2.37888 5.12760 0.467
H -0.39975 -0.81642 3.29490 0.437
H 1.27961 -4.05772 1.07691 0.520
H 0.64095 -5.63072 2.88876 0.468
```



no.,F_max (eV/Å)
1,4.644
2,2.568
3,0.279
4,0.664
5,3.525
6,4.416
7,1.186